w) Density functional theory data (ωB97M-V with the def2-TZVPD basis set) for a cluster of 2 separate species, C12H23N3O6 in total.

* gap between HOMO and LUMO: 8.5 eV
* LUMO energy: 0.039 eV

Each atom is followed by the atoms it is bonded to, with distances in Å.
Element x y z (Å)
1 H 6.61 4.25 0.49  C10 1.090
2 H 2.30 2.15 2.73  C8 1.090
3 N 4.91 3.21 1.17  C10 1.460, C19 1.337, H33 1.014
4 H -5.58 -4.38 -1.36  C15 1.094
5 H 6.94 2.75 1.38  C10 1.091
6 O 3.21 3.05 -1.03  C40 1.223
7 C -3.72 -2.94 0.11  H12 1.096, H18 1.096, C23 1.545, C36 1.545
8 C 2.76 2.09 1.75  H2 1.090, N13 1.476, C19 1.547, C38 1.544
9 H -3.42 -2.26 -1.94  C36 1.096
10 C 6.30 3.63 1.33  H1 1.090, N3 1.460, H5 1.091, H29 1.091
11 O 0.13 0.79 1.46  C25 1.253
12 H -4.20 -2.00 0.38  C7 1.096
13 N 2.00 3.02 0.89  C8 1.476, C40 1.331, H42 1.007
14 H 1.40 4.37 -2.07  C22 1.089
15 C -5.22 -3.49 -1.88  H4 1.094, H26 1.093, C35 1.529, C36 1.547
16 O -5.18 -2.79 -4.14  C35 1.217
17 O 1.00 -1.19 1.21  C25 1.255
18 H -4.28 -3.74 0.59  C7 1.096
19 C 4.25 2.41 2.01  N3 1.337, C8 1.547, O28 1.228
20 H -1.97 -0.99 1.23  N34 1.020
21 H -1.71 -3.77 0.14  C23 1.099
22 C 1.13 4.18 -1.03  H14 1.089, H37 1.089, C40 1.509, H44 1.088
23 C -2.28 -2.99 0.68  C7 1.545, H21 1.099, H24 1.099, N34 1.485
24 H -2.33 -3.31 1.73  C23 1.099
25 C 1.14 0.06 1.33  O11 1.253, O17 1.255, C38 1.542
26 H -5.89 -2.66 -1.63  C15 1.093
27 H -5.63 -4.94 -4.78  O41 0.971
28 O 4.80 1.96 3.01  C19 1.228
29 H 6.41 4.19 2.26  C10 1.091
30 H 3.20 0.00 1.91  C38 1.091
31 H -1.57 -1.31 -0.34  N34 1.016
32 H -0.57 -1.78 0.89  N34 1.045
33 H 4.43 3.47 0.31  N3 1.014
34 N -1.57 -1.69 0.61  H20 1.020, C23 1.485, H31 1.016, H32 1.045
35 C -5.33 -3.74 -3.39  C15 1.529, O16 1.217, O41 1.351
36 C -3.78 -3.16 -1.42  C7 1.545, H9 1.096, C15 1.547, H43 1.096
37 H 0.19 3.63 -0.99  C22 1.089
38 C 2.57 0.63 1.28  C8 1.544, C25 1.542, H30 1.091, H39 1.091
39 H 2.95 0.54 0.26  C38 1.091
40 C 2.21 3.36 -0.38  O6 1.223, N13 1.331, C22 1.509
41 O -5.59 -5.00 -3.81  H27 0.971, C35 1.351
42 H 1.10 3.27 1.25  N13 1.007
43 H -3.13 -3.99 -1.70  C36 1.096
44 H 1.03 5.13 -0.50  C22 1.088

=====

x) Density functional theory data (ωB97M-V with the def2-TZVPD basis set) for a cluster of 2 separate species, C12H23N3O6 in total.

* gap between HOMO and LUMO: 9.0 eV
* LUMO energy: 0.346 eV
* structure (SMILES): CNC(=O)[C@@H](NC(C)=O)[C@@H](C)O.O=C(O)[C@H]1NCC[C@H]1O

Each atom is followed by the atoms it is bonded to, with distances in Å.
Element x y z (Å)
1 C -4.71 2.32 2.36  H20 1.091, N28 1.462, H33 1.092, H38 1.092
2 H 5.50 -1.27 -3.06  O19 0.971
3 H 3.58 0.63 0.63  C14 1.095
4 C 2.02 -2.65 -2.23  O34 1.223, O35 1.356, C43 1.546
5 C -2.97 1.39 0.86  O15 1.226, N28 1.339, C39 1.532
6 H 2.01 -1.00 0.33  N29 1.026
7 H 1.23 -4.30 -1.88  O35 0.968
8 C 3.70 -0.69 -2.42  O19 1.434, H32 1.095, C36 1.524, C43 1.534
9 H -4.06 -1.26 1.55  C30 1.087
10 H -3.15 0.94 2.82  N28 1.008
11 C -2.59 -1.75 0.07  N21 1.331, C30 1.517, O40 1.220
12 H -1.48 0.14 1.75  C39 1.089
13 H 3.56 1.30 -1.62  C36 1.094
14 C 3.89 -0.16 -0.07  H3 1.095, H17 1.096, N29 1.467, C36 1.527
15 O -3.37 2.04 -0.10  C5 1.226
16 O 0.64 0.61 0.46  C22 1.405, H44 0.961
17 H 4.78 -0.65 0.33  C14 1.096
18 H -2.51 -1.88 2.21  C30 1.088
19 O 4.76 -1.65 -2.57  H2 0.971, C8 1.434
20 H -4.87 2.37 3.44  C1 1.091
21 N -1.90 -0.63 -0.15  C11 1.331, H37 1.008, C39 1.476
22 C -0.53 1.37 0.30  O16 1.405, C24 1.530, H26 1.091, C39 1.536
23 H -0.21 2.40 2.17  C24 1.090
24 C -0.30 2.64 1.11  C22 1.530, H23 1.090, H31 1.090, H42 1.090
25 H -3.66 -2.98 1.44  C30 1.089
26 H -0.65 1.63 -0.76  C22 1.091
27 H 5.21 0.65 -1.59  C36 1.094
28 N -3.54 1.48 2.07  C1 1.462, C5 1.339, H10 1.008
29 N 2.83 -1.16 -0.26  H6 1.026, C14 1.467, C43 1.489
30 C -3.25 -1.97 1.42  H9 1.087, C11 1.517, H18 1.088, H25 1.089
31 H -1.13 3.33 0.97  C24 1.090
32 H 3.43 -0.29 -3.40  C8 1.095
33 H -4.54 3.33 1.98  C1 1.092
34 O 2.05 -2.85 -3.43  C4 1.223
35 O 1.48 -3.53 -1.35  C4 1.356, H7 0.968
36 C 4.16 0.40 -1.46  C8 1.524, H13 1.094, C14 1.527, H27 1.094
37 H -1.48 -0.57 -1.07  N21 1.008
38 H -5.59 1.90 1.88  C1 1.092
39 C -1.72 0.52 0.76  C5 1.532, H12 1.089, N21 1.476, C22 1.536
40 O -2.69 -2.60 -0.79  C11 1.220
41 H 1.62 -0.59 -1.90  C43 1.093
42 H 0.61 3.14 0.77  C24 1.090
43 C 2.47 -1.26 -1.70  C4 1.546, C8 1.534, N29 1.489, H41 1.093
44 H 1.38 1.15 0.15  O16 0.961

=====

Which structure is the most stable? The one labeled w).

=====

w) Density functional theory data (ωB97M-V with the def2-TZVPD basis set) for a cluster of 2 separate species, C3H11N3S in total.

* gap between HOMO and LUMO: 9.5 eV
* LUMO energy: 0.643 eV
* structure (SMILES): N=C(N)N.CSC

Each atom is followed by the atoms it is bonded to, with distances in Å.
Element x y z (Å)
1 S -1.58 -1.84 0.22  C2 1.803, C14 1.804
2 C -0.58 -3.33 0.46  S1 1.803, H10 1.088, H11 1.087, H16 1.091
3 N 1.14 3.03 -0.63  C4 1.402, H6 1.009, H9 1.010
4 C 1.08 2.52 0.68  N3 1.402, N5 1.275, N18 1.379
5 N 1.49 3.23 1.66  C4 1.275, H12 1.014
6 H 1.40 4.00 -0.61  N3 1.009
7 H 0.23 0.92 1.60  N18 1.002
8 H 0.33 0.79 -0.13  N18 1.001
9 H 0.25 2.92 -1.09  N3 1.010
10 H -0.72 -3.62 1.49  C2 1.088
11 H -0.85 -4.12 -0.24  C2 1.087
12 H 1.21 2.81 2.54  N5 1.014
13 H -0.10 -1.29 -1.64  C14 1.088
14 C -1.17 -1.44 -1.49  S1 1.804, H13 1.088, H15 1.091, H17 1.086
15 H -1.67 -0.50 -1.70  C14 1.091
16 H 0.48 -3.10 0.33  C2 1.091
17 H -1.56 -2.19 -2.17  C14 1.086
18 N 0.61 1.23 0.72  C4 1.379, H7 1.002, H8 1.001

=====

x) Density functional theory data (ωB97M-V with the def2-TZVPD basis set) for a cluster of 2 separate species, C3H11N3S in total.

* gap between HOMO and LUMO: 9.1 eV
* LUMO energy: 0.713 eV
* structure (SMILES): N=C(N)N.CSC

Each atom is followed by the atoms it is bonded to, with distances in Å.
Element x y z (Å)
1 N -1.71 -0.57 1.67  H3 1.023, C5 1.293
2 H 1.25 -2.39 -1.01  C4 1.089
3 H -2.13 -0.61 2.60  N1 1.023
4 C 0.50 -1.65 -0.71  H2 1.089, S10 1.810, H11 1.094, H15 1.087
5 C -1.06 0.55 1.62  N1 1.293, N7 1.401, N8 1.369
6 H -0.43 0.46 3.51  N7 1.007
7 N -0.29 1.03 2.69  C5 1.401, H6 1.007, H9 0.999
8 N -0.90 1.25 0.46  C5 1.369, H16 1.008, H17 1.017
9 H 0.61 1.40 2.51  N7 0.999
10 S -0.28 -0.79 -2.10  C4 1.810, C12 1.790
11 H 1.00 -0.92 -0.07  C4 1.094
12 C 1.05 0.27 -2.65  S10 1.790, H13 1.089, H14 1.087, H18 1.095
13 H 0.67 0.74 -3.56  C12 1.089
14 H 1.91 -0.35 -2.88  C12 1.087
15 H -0.29 -2.12 -0.13  C4 1.087
16 H -0.13 1.89 0.42  N8 1.008
17 H -1.08 0.76 -0.42  N8 1.017
18 H 1.30 1.06 -1.93  C12 1.095

=====

Which structure is the most stable? The one labeled w).